Density functional theory data (ωB97M-V/def2-TZVPD) for a structure of composition C3H10OSSi.

Atoms and positions in Å:
C  1.4965  0.5282  0.8756
C  -1.0928  1.5465  -1.2263
C  0.1169  -0.2156  0.9226
O  -2.1764  -0.7604  -0.1390
Si  0.0780  -1.8226  -0.1263
S  -1.3966  0.6125  0.3981
H  1.5644  1.1617  -0.0087
H  2.3179  -0.1874  0.9206
H  1.5446  1.1080  1.7950
H  -0.8988  2.6039  -1.2428
H  -2.0777  1.3625  -1.5580
H  -0.3472  0.8892  -1.7578
H  0.0552  -0.4416  1.9208
H  -1.0140  -2.7035  0.4467
H  1.5514  -2.1697  0.3599
H  0.2785  -1.5116  -1.5805

## Properties
HOMO-LUMO gap: 0.3621 Ha
energy relative to the best compared isomer or geometry (same formula, charge and spin): 86.3 kcal per mole
E_HOMO: -9.2 eV
strongest force on any atom: 4.56 eV/Å

=====

Density functional theory data (ωB97M-V/def2-TZVPD) for an isolated molecule of C3H10OSi.

Atoms and positions in Å:
C  -0.1411  1.5141  -0.0972
C  -1.0662  -0.7725  0.3650
C  -0.0121  0.0225  -0.3755
O  -2.3135  -0.4665  -0.2411
Si  1.9846  -0.5439  -0.0807
H  0.0298  1.7289  0.9561
H  0.5814  2.0772  -0.6845
H  -1.1387  1.8630  -0.3596
H  -1.0841  -0.4991  1.4290
H  -0.8691  -1.8514  0.2857
H  -0.1962  -0.1436  -1.4425
H  -3.0257  -0.8949  0.2437
H  2.3274  -1.6041  -1.0286
H  2.0950  -1.0618  1.2891
H  2.8286  0.6320  -0.2591

## Properties
HOMO-LUMO gap: 0.4011 Ha
SMILES string: C[C@@H]([SiH3])CO
energy relative to the best compared isomer or geometry (same formula, charge and spin): 33.7 kcal per mole
E_HOMO: -9.9 eV
strongest force on any atom: 2.92 eV/Å

=====

Density functional theory data (ωB97M-V/def2-TZVPD) for a structure of composition C3H10P2.

Atoms and positions in Å:
C  1.1320  1.6515  -0.5483
C  0.2437  -0.7544  1.5469
C  -0.2797  -1.1389  -1.4675
P  -2.4974  0.3592  0.1861
P  -0.4498  0.0004  0.0027
H  1.6072  1.2247  -1.4088
H  0.5102  2.4961  -0.6072
H  1.8503  1.8207  0.3110
H  1.2959  -0.5554  1.5375
H  0.0292  -0.0260  2.3226
H  -0.2624  -1.6733  1.8811
H  0.4949  -1.8758  -1.4285
H  -1.1887  -1.5541  -1.6536
H  -0.2967  -0.4285  -2.2506
H  -2.1887  0.4538  1.5764

## Properties
HOMO-LUMO gap: 0.2835 Ha
energy relative to the best compared isomer or geometry (same formula, charge and spin): 28.1 kcal per mole
E_HOMO: -7.1 eV
strongest force on any atom: 4.01 eV/Å

=====

- Which formula does entry 3 have?
  C3H10P2